Record 1
C4H11NO2S | ωB97M-V/def2-TZVPD

Structure (XYZ):
```
19
Properties=species:S:1:pos:R:3:forces:R:3
S -2.804696 -0.655578 -0.326627 -0.1 -0.1 0.0
O 2.282724 -0.508167 2.947838 -0.5 -0.1 0.7
O 1.084435 -0.760679 -1.599591 -0.2 -0.1 -0.1
N 2.398782 0.916762 -0.910389 0.3 0.1 0.0
C -0.529017 0.722650 0.614089 1.0 -1.2 0.5
C 1.174963 0.367902 -1.160345 0.4 0.2 0.3
C -0.013848 1.195444 -0.747979 -0.6 -0.4 -0.3
C -1.231190 -0.651110 0.581938 -0.5 1.1 0.0
H 3.209753 0.387124 -1.170671 0.1 -0.2 -0.1
H 2.550872 1.872642 -0.648856 -0.3 0.1 0.0
H -0.772414 1.000569 -1.509932 -0.1 0.1 0.1
H 0.314421 0.418236 1.244417 0.4 0.7 0.0
H 0.173748 2.259415 -0.745306 0.3 0.3 0.0
H -1.356686 -0.987234 1.610524 -0.2 -0.1 -0.1
H -1.004527 1.517034 1.189970 -0.6 -0.2 -0.3
H 2.342865 -0.945487 2.096123 0.4 0.5 -0.2
H 2.805108 0.298582 3.012072 0.0 -0.3 -0.6
H -0.590940 -1.349780 0.055894 0.0 -0.1 -0.1
H -3.381565 0.356066 0.337169 0.0 0.0 0.1
```
Positions in Å, forces in eV/Å.

## Properties
charge	0
calculated total energy	-20747.134	eV
structure (SMILES)	NC(=O)CCCS.O

Results of the Löwdin charge analysis, in e, for atoms 1 through 4: number 1, S, carries 0.70; number 2, O, carries -0.06; number 3, O, carries 0.05; number 4, N, carries 0.16

Record 2
C43H55Br4CoO2P2Si | ωB97M-V/def2-TZVPD

Structure (XYZ):
```
108
Properties=species:S:1:pos:R:3:forces:R:3
Br 3.449087 -3.886908 1.107220 0.0 0.0 0.0
Br 3.883324 -4.565392 4.375133 0.0 0.0 0.0
Br 2.468304 -2.564180 6.616463 0.0 0.0 -0.1
Br 0.644072 0.036298 5.545218 0.0 -0.1 0.0
Co 0.223082 -0.169000 0.459804 0.5 0.1 1.0
P 0.054056 2.173198 -0.134306 0.0 -0.4 -0.2
P -1.819296 -1.299787 0.787652 -0.2 0.3 -0.6
Si -0.048521 -0.510993 -1.754479 -0.6 0.2 0.4
O 0.510325 0.059901 2.503316 0.0 -0.1 -0.4
O 1.727920 -1.425465 0.754062 0.0 -0.3 -0.4
C -0.759915 -4.980708 2.451357 -0.1 0.0 0.1
C -4.238167 4.056073 -0.962192 0.1 0.0 0.1
C -3.051628 -4.126526 3.165322 0.1 -0.1 -0.1
C 1.001704 3.531152 -3.925248 0.0 0.0 0.0
C 1.051833 2.922037 3.038318 0.1 0.2 -0.2
C 1.438558 3.242583 0.559472 0.0 -0.1 0.2
C -4.198190 1.241072 3.797963 0.0 -0.1 0.0
C -2.678855 -1.286687 -0.851933 -0.3 -0.2 0.0
C -4.569382 -1.724813 -2.314692 0.1 0.0 0.1
C -4.443739 -0.587603 2.023882 0.0 0.1 0.1
C 0.519798 1.182722 -4.073446 -0.1 0.1 0.0
C 2.279106 -2.228211 4.759546 -0.1 0.0 0.0
C -1.939989 -0.815274 -1.944071 0.1 -0.1 -0.2
C 0.778462 3.479433 -2.557157 0.0 0.0 0.0
C 1.500481 -1.139033 4.318567 -0.1 0.1 0.0
C -3.155011 -3.774062 1.680430 0.0 0.1 0.0
C -1.950032 -5.170910 3.411746 0.0 0.1 -0.1
C -3.977393 -1.774326 -1.059822 0.0 0.0 -0.1
C 2.875452 -3.056349 3.829155 0.0 0.1 -0.1
C 1.249573 4.752112 0.779916 -0.1 0.0 -0.1
C -2.341651 -0.411200 3.389963 -0.2 0.0 0.0
C 1.977568 2.622557 1.861686 -0.1 0.1 0.0
C -2.929841 -0.365984 1.960837 0.1 -0.1 0.1
C -1.593940 3.054117 -0.040566 0.1 -0.1 0.0
C -1.750017 4.439761 -0.676451 -0.1 0.0 0.1
C 0.915872 4.428962 3.246104 -0.1 -0.1 0.0
C -3.158256 4.994249 -0.424931 0.0 -0.1 -0.1
C -0.637057 -3.529596 2.001086 -0.1 -0.1 0.0
C 2.708808 -2.778576 2.455799 0.1 -0.1 0.0
C 1.284046 -0.877307 2.965680 0.0 0.1 0.2
C -4.059127 2.656813 -0.377649 0.0 0.1 -0.1
C -2.652896 2.133146 -0.655266 -0.1 0.1 0.0
C -3.869422 -1.178906 -3.385114 0.0 0.0 0.0
C -2.564728 -0.748553 -3.195508 0.0 0.0 0.0
C -5.110150 0.613542 2.730719 0.1 0.0 0.0
C -1.851699 -3.128869 1.143168 0.1 0.1 0.3
C 0.402036 2.282558 -1.940455 -0.1 0.2 0.0
C 0.865257 2.377986 -4.689137 0.0 0.0 0.1
C -3.320578 0.164776 4.428569 0.0 0.0 -0.1
C 1.946167 -1.709968 2.005722 -0.1 0.2 -0.1
C 0.368390 5.090963 1.983338 0.2 -0.1 0.0
C 0.659348 -1.889121 -2.838660 0.3 -0.1 0.1
C 0.270941 1.113519 -2.697634 0.2 -0.1 -0.1
H 0.881211 5.249901 -0.116898 0.1 0.0 0.0
H -4.215913 2.702837 0.708151 0.0 0.0 -0.1
H -4.882843 -0.698432 1.034365 0.0 0.0 0.0
H -3.306174 5.135935 0.652825 0.0 0.0 0.0
H 0.167230 -5.301066 2.930464 0.0 0.0 0.0
H 2.249810 5.161159 0.966660 0.0 0.0 0.0
H -0.650546 4.733933 1.809912 0.0 0.1 0.0
H 1.049404 2.410881 -5.756740 0.0 0.0 0.0
H 1.902501 4.851549 3.472137 0.0 0.0 0.0
H -6.039999 0.274271 3.196073 0.0 0.0 0.0
H -4.802302 1.747016 4.555364 0.0 0.0 0.0
H -2.363984 -6.175679 3.285256 0.0 0.0 0.0
H 0.446244 0.279915 -4.674466 0.0 0.1 0.0
H -3.343668 -4.695402 1.119718 0.0 0.0 0.0
H -4.159820 4.004362 -2.054311 0.0 0.0 0.0
H -5.387773 1.366917 1.989430 0.0 0.0 0.0
H -1.021586 5.148451 -0.288287 0.0 0.0 -0.1
H -2.009854 -0.349165 -4.042357 0.0 -0.1 0.0
H 2.199417 3.107137 -0.213308 0.0 0.0 0.0
H 2.974789 3.038089 2.059240 -0.1 0.1 0.0
H 2.087892 1.546160 1.755344 0.0 0.0 0.0
H 0.317716 6.176668 2.105554 0.0 0.0 0.0
H -5.230560 4.447549 -0.724254 0.0 0.0 0.0
H 1.416466 2.431954 3.938879 0.0 0.0 0.0
H -5.572388 -2.113236 -2.454027 0.0 0.0 0.0
H -4.536328 -2.218109 -0.246305 0.0 0.0 -0.1
H -1.406634 0.139138 3.402608 0.1 0.0 0.0
H -0.890578 -5.608997 1.562418 0.0 0.0 0.0
H -4.018862 -3.132056 1.516876 0.0 -0.1 0.0
H -1.608720 -5.096097 4.446913 0.0 0.0 0.0
H 0.068687 2.483319 2.826839 0.0 0.0 0.1
H -4.332255 -1.117259 -4.364431 0.0 0.0 0.0
H -3.555004 2.005650 3.345446 0.0 0.0 0.0
H -1.799331 3.135669 1.035740 0.0 0.0 0.0
H -2.090082 -1.435400 3.669147 0.1 0.0 0.0
H -4.012342 -4.502179 3.524966 0.0 0.0 0.0
H 0.263960 -3.393114 1.408392 0.0 0.0 0.0
H -1.669921 -3.522306 0.139358 0.0 -0.1 0.0
H 1.535714 -1.539725 -3.396096 -0.1 -0.1 0.1
H -3.245809 5.978353 -0.893641 0.0 0.0 0.0
H -4.802364 1.965450 -0.786587 0.0 0.0 0.0
H -4.653926 -1.499374 2.591240 0.0 0.0 -0.1
H -2.775659 0.654189 1.589981 0.0 0.0 0.0
H -2.491355 2.076217 -1.738433 0.0 0.0 0.0
H -0.091942 -2.248149 -3.547942 0.1 0.0 0.0
H -0.540435 -2.879881 2.877181 0.0 0.0 0.0
H -3.969036 -0.623245 4.830275 0.0 0.0 0.0
H 0.983779 -2.732756 -2.219564 -0.1 0.1 -0.1
H 0.268730 4.646751 4.099754 0.0 0.0 0.0
H -1.592703 4.354390 -1.755516 0.0 0.0 0.0
H -2.836488 -3.221642 3.733541 0.0 0.0 0.0
H 1.284883 4.468075 -4.392471 0.0 0.0 0.0
H -2.547872 1.121933 -0.279292 0.0 0.0 0.0
H 0.918160 4.378987 -1.968499 0.0 0.0 0.0
H -2.752455 0.566380 5.270004 0.0 0.0 0.0
```
Positions in Å, forces in eV/Å.

## Properties
charge	-1
calculated total energy	-393836.249	eV
2S+1	2

Results of the Löwdin charge analysis, in e, for atoms 1 through 4: number 1, Br, carries 0.72; number 2, Br, carries 0.65; number 3, Br, carries 0.65; number 4, Br, carries 0.75

Record 3
C4HNO3 | ωB97M-V/def2-TZVPD

Structure (XYZ):
```
9
Properties=species:S:1:pos:R:3:forces:R:3
O -0.574593 -2.585166 -4.276536 -0.1 -0.8 -0.6
O -0.656213 1.077630 -3.361898 0.3 -0.7 0.6
O -2.611640 -3.051913 -3.336002 0.7 0.1 -0.6
N -1.563176 -1.063192 -2.921492 0.4 0.7 0.6
C -0.276414 -0.069298 0.407350 2.2 1.3 -3.7
C -0.951147 -0.027156 -3.021822 -1.3 0.3 -1.6
C -1.587682 -2.388311 -3.603251 -0.2 0.4 0.9
C 0.306277 0.215707 -0.686875 -0.9 -0.5 2.9
H -0.847534 -0.510471 1.138916 -1.0 -0.7 1.4
```
Positions in Å, forces in eV/Å.

## Properties
charge	-2
calculated total energy	-11793.188	eV

Results of the Löwdin charge analysis, in e, for atoms 1 through 4: number 1, O, carries -0.07; number 2, O, carries 0.00; number 3, O, carries -0.11; number 4, N, carries 0.18

Record 4
C7H12 | ωB97M-V/def2-TZVPD

Structure (XYZ):
```
19
Properties=species:S:1:pos:R:3:forces:R:3
C 1.214355 0.703397 -0.496428 0.2 -2.5 0.2
C 2.348154 -0.332998 -0.325550 -0.8 -1.2 1.6
C 1.461923 1.978926 -0.472042 3.0 3.0 1.1
C -0.196876 0.130791 -0.728319 -2.2 4.3 3.7
C -0.926406 -0.628519 0.427670 1.4 -1.0 0.2
C -1.995256 -0.085062 1.299732 -0.4 -0.5 -1.7
C -2.357888 -1.296509 0.374927 3.0 1.6 1.4
H -3.028824 -1.132873 -0.407440 -0.6 0.5 -1.3
H 1.919899 -1.331598 -0.586000 0.8 0.6 -0.6
H -2.321449 0.901461 0.965930 -0.5 -0.3 0.4
H 3.349668 -0.121798 -0.742624 -0.8 0.0 -0.2
H -2.355274 -2.305304 0.735692 -0.2 -0.1 0.6
H 0.791730 2.795741 -0.324152 -1.2 0.0 -0.6
H -0.217621 -0.447764 -1.553324 0.0 -1.8 -2.9
H 2.522170 2.466032 -0.338069 -1.7 -1.6 -0.3
H -1.942205 -0.289410 2.339261 0.0 0.2 0.8
H 2.545284 -0.569246 0.774984 -0.3 0.9 -1.0
H -0.157780 -1.162024 1.038398 -0.9 -0.2 -0.6
H -0.885308 1.079172 -0.856153 1.2 -1.7 -0.4
```
Positions in Å, forces in eV/Å.

## Properties
charge	0
calculated total energy	-7450.904	eV
structure (SMILES)	C=C(C)CC1CC1

Results of the Löwdin charge analysis, in e, for atoms 1 through 4: number 1, C, carries -0.36; number 2, C, carries -0.08; number 3, C, carries 0.00; number 4, C, carries -0.12

Record 5
C8H18FN5 | ωB97M-V/def2-TZVPD

Structure (XYZ):
```
32
Properties=species:S:1:pos:R:3:forces:R:3
F -3.136588 1.302103 -1.182137 -1.0 0.0 0.0
N -4.111160 -1.301347 1.400129 -0.6 -1.7 -1.2
N -2.043792 -0.264359 0.932259 -0.7 -0.2 0.9
N 2.691930 -0.279574 0.165532 0.5 0.8 1.3
N -1.094470 1.827527 0.646555 0.8 0.4 -1.1
N -3.153926 -1.520277 -0.600201 0.8 -1.3 -3.6
C -2.176381 0.452092 -1.560434 2.3 -0.2 0.3
C -1.152269 0.489276 0.083785 -1.1 2.5 -2.7
C 1.445484 0.483442 0.382562 -1.2 1.0 0.2
C 3.263921 -0.344726 -1.228232 -1.0 -1.3 0.8
C 3.804592 0.334761 0.964561 1.9 0.4 -0.6
C -2.523602 -1.009388 -1.606088 -1.8 2.2 2.3
C 0.229189 -0.138958 -0.293491 -0.8 0.7 2.9
C -3.169803 -0.937628 0.567208 1.6 0.4 1.1
H 1.597817 1.524989 -0.020634 0.0 -0.9 1.0
H 3.597577 0.709372 1.950466 -0.8 0.1 0.2
H 2.630992 -0.799713 -1.986390 0.0 -0.4 0.4
H -4.621213 -2.183518 1.183200 0.4 1.3 0.0
H -1.869827 2.237111 1.174059 0.0 -0.8 -0.5
H -2.271655 -1.522908 -2.478681 0.3 -1.4 -1.1
H -1.930486 -0.156075 1.926239 0.2 0.2 0.3
H 0.060509 -1.109428 0.095554 0.4 -1.5 0.1
H 4.630198 -0.366479 1.071066 -0.3 -0.6 0.0
H 4.275288 1.079434 0.324871 -0.4 0.6 0.4
H -0.690803 2.605704 0.067981 -0.4 -1.4 0.6
H -1.750306 0.788008 -2.582782 -0.1 -0.3 2.0
H 0.400137 -0.173883 -1.298962 0.0 -0.1 -2.8
H 2.542014 -1.106660 0.722545 0.0 -1.4 -0.9
H -4.317163 -0.864359 2.242507 -0.2 0.9 1.7
H 3.387061 0.662822 -1.474685 0.4 1.6 -0.6
H 4.218163 -0.804218 -1.059651 0.4 -0.4 -0.7
H 1.238561 0.386853 1.471302 0.5 0.9 -0.6
```
Positions in Å, forces in eV/Å.

## Properties
charge	+2
calculated total energy	-18737.882	eV

Results of the Löwdin charge analysis, in e, for atoms 1 through 4: number 1, F, carries 0.05; number 2, N, carries 0.27; number 3, N, carries 0.15; number 4, N, carries -0.18

Record 6
C13H31NO5P2 | ωB97M-V/def2-TZVPD

Structure (XYZ):
```
52
Properties=species:S:1:pos:R:3:forces:R:3
P -4.838515 4.590332 -1.179930 0.0 0.0 -0.2
P -3.790489 4.992707 0.704133 -0.2 -0.2 0.0
O -3.366828 6.547407 0.614474 0.0 0.0 0.2
O 2.517793 -3.499374 2.049340 0.0 0.0 0.0
O -1.794041 -1.070773 0.759008 0.0 0.0 0.0
O -2.405351 4.165684 0.652194 0.0 0.1 0.0
O 6.741645 -3.980769 -0.822847 0.0 0.0 0.0
N -4.601935 4.558359 1.928285 0.2 0.2 0.0
C 2.483719 -3.171156 0.884612 0.0 0.0 0.0
C 1.191351 -2.768199 0.219284 0.0 0.0 0.0
C 8.428310 -3.547733 0.797399 0.0 0.0 0.0
C -4.571008 2.250817 -2.689521 0.0 0.0 0.0
C 8.964697 -4.382263 -1.569590 0.0 0.0 0.0
C -4.610402 2.740777 -1.235278 -0.2 -0.1 0.0
C -4.032210 0.823166 -2.776219 -0.1 0.0 0.0
C -0.860398 -0.766890 2.931009 0.0 0.0 0.0
C -2.146985 1.080225 1.705750 0.0 0.0 0.0
C -5.752083 2.079379 -0.429377 0.1 -0.1 0.1
C 7.920996 -3.970825 -0.559830 0.0 0.0 0.0
C -1.618578 -0.330940 1.701027 0.0 0.0 0.0
C 3.725521 -3.137257 0.031439 0.0 0.0 0.1
H 7.594858 -3.276295 1.440012 0.0 0.0 0.0
H 1.262407 -1.745570 -0.157444 0.0 0.0 0.0
H -1.498690 -0.667578 3.811289 0.0 0.0 0.0
H -4.449038 0.197721 -1.984807 0.0 0.0 0.0
H -0.524887 -1.796070 2.835269 0.0 0.0 0.0
H 0.990252 -3.408595 -0.641930 0.0 0.0 0.0
H -3.950073 2.912019 -3.300105 0.0 0.0 0.0
H -2.946212 0.812530 -2.670004 0.0 0.0 0.1
H 8.996655 -4.360664 1.253445 0.0 0.0 0.0
H -2.824540 1.236264 2.547461 0.0 0.0 0.0
H -5.581243 2.299661 -3.105827 0.0 0.0 0.0
H 8.487133 -4.665444 -2.503759 0.0 0.0 0.0
H -3.299342 6.909622 -0.272325 0.0 0.0 -0.2
H -6.402185 2.810398 0.052568 0.0 0.0 0.0
H -4.278837 0.356148 -3.730288 0.0 0.0 0.0
H -6.371705 1.456374 -1.076482 0.0 0.0 0.0
H -2.674585 1.278879 0.777817 0.0 0.0 0.0
H 9.661537 -3.559907 -1.742980 0.0 0.0 0.0
H 9.548463 -5.219666 -1.182543 0.0 0.0 0.0
H -3.755330 4.961855 -2.031276 0.1 -0.1 0.1
H -5.358742 1.443718 0.363538 0.0 0.0 0.0
H -1.332030 1.796211 1.821649 0.0 0.0 0.0
H 0.363333 -2.835989 0.918269 0.0 0.0 0.0
H -3.664558 2.468685 -0.768899 0.1 0.1 0.0
H 4.594771 -3.445759 0.602685 0.0 0.0 0.0
H 3.881145 -2.129170 -0.359206 0.0 0.0 0.0
H -4.886524 5.268855 2.586443 -0.1 -0.1 0.0
H 9.108945 -2.700321 0.694355 0.0 0.0 0.0
H -1.891111 4.310379 -0.150093 0.0 0.0 -0.1
H 3.614302 -3.796841 -0.831052 0.0 0.0 0.0
H 0.000619 -0.114126 3.088859 0.0 0.0 0.0
```
Positions in Å, forces in eV/Å.

## Properties
charge	0
calculated total energy	-44289.879	eV
structure (SMILES)	CC[C@H](C)PP(=N)(O)O.CC(C)=O.CC(C)=O.CC(C)=O

Results of the Löwdin charge analysis, in e, for atoms 1 through 4: number 1, P, carries 0.84; number 2, P, carries 0.27; number 3, O, carries -0.20; number 4, O, carries 0.06